Molecular formula: C4H36NO13S
Method: DFT, the ωB97M-V functional and the def2-TZVPD basis

Structure (ORCA input):
```
! wB97M-V def2-TZVPD RIJCOSX def2/J DEFGRID3
* xyz 1 1
C -3.43507 -0.45379 0.88065
O -4.42282 -0.97952 0.11882
C -2.17602 -1.39747 0.58570
C -2.56372 -2.87964 0.80302
C -1.30921 -3.72148 0.51732
S -1.32847 -5.14110 1.67687
N -0.82770 -0.93498 1.41089
H -3.66962 -0.62960 1.95530
H -3.13117 0.62613 0.64672
H -4.43410 -0.58427 -0.74837
H -1.74491 -1.37349 -0.45708
H -3.42206 -3.14207 0.04785
H -3.06297 -3.10727 1.80830
H -0.46580 -3.19097 0.34682
H -1.44159 -4.31688 -0.48502
H -0.89800 -4.46827 2.83633
H -0.89777 0.04566 1.46157
H -0.90185 -1.48207 2.24707
H 0.03354 -1.09611 0.85391
H 1.94020 -0.93535 1.20871
H 2.99515 -1.68229 1.77757
O 1.99217 -1.79351 1.58235
H 0.89209 1.95049 -2.48008
H -0.61016 1.82583 -2.14950
O 0.24952 1.47875 -1.91477
H 0.42757 -1.56977 3.82297
H 0.18699 -0.23347 4.63791
O -0.31148 -0.97470 4.11845
H -0.99930 4.90251 -0.78451
H -2.30513 5.83708 -0.61254
O -1.96282 4.94971 -0.66914
H -2.27886 2.44644 1.47225
H -1.24898 3.22011 2.37028
O -1.29459 2.48157 1.75401
H 2.12363 -0.60829 -0.94146
H 0.78488 -0.10795 -1.39531
O 1.20446 -0.79812 -0.91932
H 2.44816 0.64490 -3.92687
H 3.03608 -0.63644 -3.52497
O 3.26491 0.21412 -3.67028
H 2.61275 4.20317 -1.40313
H 1.78595 5.54830 -0.95088
O 1.77285 4.62767 -1.25704
H 3.40787 0.53639 1.33746
H 3.30047 1.07132 0.00500
O 3.37998 0.25586 0.42564
H 1.26302 3.26644 -5.02396
H 1.76351 2.12180 -5.55162
O 1.31607 2.34956 -4.79501
H 0.37342 1.73254 1.33233
H 0.80119 1.39106 -0.18593
O 0.66440 1.01665 0.72302
H 3.39049 2.19108 -2.41891
H 4.63945 2.35046 -1.57983
O 3.80477 2.51818 -1.61856
*
```

Values from the calculation:
relative energy (zero: lowest compared OMol25 entry of this formula, charge and spin)	80.6	kcal/mol
calculated total energy	-43667.185	eV
HOMO-LUMO gap	0.320	hartree
E_LUMO	-2.5	eV

Löwdin atomic charge list, values in e, 4 entries: number 1, C, carries -0.238; number 2, O, carries -0.026; number 3, C, carries -0.186; number 4, C, carries -0.256

Molecular formula: C6H9F
Method: DFT, the ωB97M-V functional and the def2-TZVPD basis

Structure (ORCA input):
```
! wB97M-V def2-TZVPD RIJCOSX def2/J DEFGRID3
* xyz 0 1
C -0.67803 1.74607 -0.00603
C -0.73796 0.17462 -0.05990
C -2.07110 -0.47856 0.14628
C 0.31993 -0.62756 0.03147
C 1.68074 -0.16963 -0.17102
C 2.67978 -1.05394 -0.01160
H 0.22841 2.19172 -0.52187
H -1.43173 2.05105 -0.75121
H -0.94815 2.15852 0.88045
H -2.35932 -0.52733 1.14488
H -2.59933 0.19159 -0.51302
H 0.10852 -1.63791 0.34647
H 1.86354 0.79796 -0.63021
H 2.35551 -2.09414 0.36240
H 3.75666 -0.87765 0.02683
F -2.16744 -1.84481 -0.27392
*
```

Values from the calculation:
relative energy (zero: lowest compared OMol25 entry of this formula, charge and spin)	37.0	kcal/mol
calculated total energy	-9083.091	eV
HOMO-LUMO gap	0.349	hartree
E_LUMO	0.9	eV

Löwdin atomic charge list, values in e, 4 entries: number 1, C, carries -0.019; number 2, C, carries -0.245; number 3, C, carries -0.143; number 4, C, carries -0.102

Molecular formula: C17H13BrN2O2
Method: DFT, the ωB97M-V functional and the def2-TZVPD basis

Structure (ORCA input):
```
! wB97M-V def2-TZVPD RIJCOSX def2/J DEFGRID3
* xyz 0 1
N -2.00154 -3.57512 -1.65276
O -3.00813 0.75741 -0.33855
Br -1.57707 -0.46711 2.83963
C -2.04500 -2.75844 -0.82169
O 0.58093 -2.43108 2.94258
C -1.76109 0.70180 -0.21312
C 0.61091 4.12231 -0.84737
C -0.50560 3.93913 -1.73328
C 0.98738 3.35207 0.29442
C 2.37372 -0.74448 -1.48827
C 3.02576 -1.45949 -0.46448
C -1.33335 2.81163 -1.35938
C 0.15007 2.18068 0.47664
C 0.98304 -0.44723 -1.54631
C 2.18183 -1.95332 0.47131
C -0.99246 1.89627 -0.37609
C 0.18259 -0.97673 -0.42813
C 0.83416 -1.77832 0.52176
N -1.19709 -0.61148 -0.21965
C -1.48245 -2.06013 1.64128
C 0.01374 -2.50328 1.62175
C -2.05642 -1.69654 0.18246
H 0.75503 -1.51014 3.24998
H 1.13802 4.99492 -1.02772
H -0.76655 4.70118 -2.35608
H 1.80092 3.68010 0.94383
H 2.96740 -0.28328 -2.25022
H 4.06004 -1.66837 -0.40248
H -2.24807 2.57198 -1.81712
H 0.51297 1.62121 1.34392
H 0.46431 0.14258 -2.34140
H 2.44381 -2.64795 1.18322
H -1.98600 -2.93347 2.18708
H 0.01957 -3.52614 1.36692
H -3.12537 -1.44119 0.41732
*
```

Values from the calculation:
calculated total energy	-94955.352	eV
HOMO-LUMO gap	0.339	hartree
E_LUMO	0.2	eV

Löwdin atomic charge list, values in e, 4 entries: number 1, N, carries 0.177; number 2, O, carries 0.045; number 3, Br, carries 0.808; number 4, C, carries -0.138

Molecular formula: C14H40N10O9PSSi
Method: DFT, the ωB97M-V functional and the def2-TZVPD basis

Structure (ORCA input):
```
! wB97M-V def2-TZVPD RIJCOSX def2/J DEFGRID3
* xyz -1 1
C 0.36474 -2.81280 -0.82029
C 1.54408 -3.08555 -1.76264
C 2.88064 -3.14372 -1.03062
C 3.60597 -1.80949 -0.89219
C 2.70593 -0.65034 -0.42043
Si 2.73172 -0.40670 1.44801
O 1.80248 0.84673 1.99173
C 0.59565 1.19976 1.31884
C 0.81666 2.57052 0.68419
C 1.38782 2.55094 -0.71339
O 1.68451 3.32612 1.50105
P 2.19910 -2.28707 2.62354
S 1.33019 -1.88929 4.37157
C 4.54954 -0.03409 1.92663
O 4.92003 1.13054 1.61563
O 5.21372 -0.97618 2.43277
H -0.37372 -2.20812 -1.32603
H 0.72831 -2.20658 -0.00433
H -0.08903 -3.71068 -0.44526
H 1.37594 -4.05022 -2.23383
H 1.56801 -2.35888 -2.56435
H 3.53116 -3.80672 -1.59732
H 2.78475 -3.61486 -0.05917
H 4.13000 -1.51909 -1.79419
H 4.37130 -1.94004 -0.13058
H 3.10155 0.27077 -0.83252
H 1.70365 -0.72318 -0.82386
H -0.17709 1.29290 2.07760
H 0.23459 0.46048 0.60916
H -0.14764 3.08291 0.63940
H 0.96021 1.75204 -1.29737
H 1.20438 3.50600 -1.18357
H 2.46364 2.41626 -0.64964
H 1.41485 3.25493 2.41799
H 1.38036 -3.17574 1.89736
H 3.40211 -2.96635 2.87136
C 5.17980 5.02007 0.04728
O 6.29774 4.86688 -0.42235
N 4.49901 4.07254 0.73339
N 4.50093 6.21758 -0.09538
H 3.57542 4.22663 1.10208
H 4.93225 3.16817 0.87225
H 4.96201 6.95190 -0.59477
H 3.58433 6.37147 0.27743
C -3.43541 -2.90384 -0.08094
O -2.32742 -2.66688 0.38037
N -4.48689 -2.04859 0.04381
N -3.71149 -4.05678 -0.76840
H -5.40059 -2.24512 -0.33851
H -4.32499 -1.18682 0.53454
H -2.96466 -4.71367 -0.88723
H -4.61803 -4.26122 -1.14403
C -8.29891 -2.87793 0.31533
O -7.18128 -3.12031 -0.11103
N -8.99458 -3.77145 1.07775
N -8.93737 -1.69602 0.06767
H -9.91024 -3.58956 1.43946
H -8.55027 -4.64634 1.28233
H -8.45230 -1.01571 -0.48609
H -9.85172 -1.48218 0.41517
C -2.07400 0.01776 3.07203
O -2.47601 0.78396 2.20390
N -1.44200 0.46300 4.19867
N -2.22659 -1.33281 2.97842
H -1.07493 -0.15136 4.89870
H -1.29586 1.44930 4.28627
H -2.64689 -1.68438 2.13123
H -1.91900 -1.97132 3.68560
C 0.91271 3.35348 -4.71690
O 0.95852 2.57506 -3.78860
N 1.34600 4.65033 -4.61023
N 0.42731 3.00469 -5.95461
H 1.31875 5.30500 -5.36683
H 1.71547 4.93803 -3.72335
H 0.10424 2.06366 -6.07063
H 0.38685 3.63758 -6.72906
*
```

Values from the calculation:
calculated total energy	-76505.653	eV
HOMO-LUMO gap	0.204	hartree
E_LUMO	1.5	eV

Löwdin atomic charge list, values in e, 4 entries: number 1, C, carries -0.129; number 2, C, carries -0.251; number 3, C, carries -0.227; number 4, C, carries -0.234